C6H13N3 | ωB97M-V/def2-TZVPD

The geometry in XYZ format:
```
22
Properties=species:S:1:pos:R:3:forces:R:3
N 1.8388 -0.9663 -0.9940 -3.473 3.521 5.200
N 0.8544 0.7845 0.6888 -0.733 -1.615 -0.024
N -0.0893 0.3256 -0.3132 0.074 -0.152 0.109
C -1.8378 -1.1661 0.5895 0.193 -0.500 2.356
C 0.7093 -0.1513 -1.4112 1.979 4.838 1.165
C -2.5255 -1.3848 -0.3441 -1.436 -0.749 -3.534
C 1.4380 -0.4742 1.3492 -0.670 0.670 -1.365
C -1.1088 1.3172 -0.6687 1.037 2.586 2.307
C 2.1993 -1.1324 0.2079 1.769 -0.068 2.524
H 1.6935 1.1307 0.2428 0.215 1.707 -0.061
H 1.1387 0.8109 -1.9085 0.024 -1.487 0.344
H 1.9561 -0.0781 2.2107 0.758 -0.675 0.200
H -1.8180 1.0060 -1.3319 -1.666 -1.883 -1.703
H -0.7036 2.1966 -1.1832 0.452 0.143 0.358
H -2.9760 -1.5528 -1.3499 0.285 0.162 1.638
H 0.1894 -0.5715 -2.1634 -2.133 -1.986 -2.142
H 0.6635 -1.2202 1.5919 0.014 0.561 0.297
H 3.1410 -1.6722 0.5276 -1.253 -0.010 -0.936
H 2.1255 -1.5051 -1.6533 3.379 -4.358 -5.595
H -1.7326 1.6550 0.2249 1.149 -0.604 -0.875
H -1.4087 -1.0822 1.5623 -0.180 0.044 -0.080
H 0.4088 1.4520 1.3383 0.213 -0.146 -0.184
```
Positions in Å, forces in eV/Å.

E_LUMO in eV: -9.8
Gap between HOMO and LUMO in Eh: 0.26262
Total charge: +2
ΔE to the lowest compared entry with this formula, charge and spin in kJ/mol: 659.4
Multiplicity: 1
Electronic energy in eV: -10879.388
F_max in eV Å⁻¹: 7.9



C6H13N3 | ωB97M-V/def2-TZVPD

The geometry in XYZ format:
```
22
Properties=species:S:1:pos:R:3:forces:R:3
N -0.6948 -1.7311 0.7847 -1.167 0.561 -0.188
N -0.1508 0.2716 -0.5476 0.844 0.801 -3.184
N 1.1920 -0.1972 -0.2316 3.367 -2.093 -3.550
C 1.4610 -0.7317 1.1742 -0.868 0.755 1.252
C -0.3477 1.4936 0.1553 -3.990 -1.732 3.141
C -0.1181 0.6026 -2.1690 0.312 -0.472 1.621
C -1.0550 -0.8696 -0.2925 -2.510 -4.175 0.444
C 0.2957 -1.6074 1.5249 -0.207 0.545 -0.907
C -1.2726 1.5463 1.1068 -0.316 -0.327 0.297
H 1.9720 0.5148 -0.5577 -1.973 -1.097 0.996
H -1.9980 0.8301 1.4516 0.113 -1.098 -0.713
H 1.2585 -0.9445 -1.0508 0.617 0.917 2.380
H -1.4838 2.3289 1.7870 0.664 1.694 -0.011
H 0.7945 1.0866 -2.4184 1.331 0.230 0.257
H 1.6024 0.1812 1.7999 -0.033 -0.838 -0.239
H 0.2759 2.2582 -0.0038 2.526 2.640 -1.128
H -1.0880 -1.6869 -1.1178 0.113 2.170 0.361
H -0.2385 -0.2672 -2.8180 -0.562 -0.035 0.530
H 2.2820 -1.4482 1.3125 0.612 0.769 -1.057
H -0.7936 1.4042 -2.1818 -1.699 0.519 -0.645
H 0.2615 -2.3338 2.2760 1.073 -0.738 1.653
H -2.1545 -0.7004 0.0161 1.753 1.002 -1.308
```
Positions in Å, forces in eV/Å.

E_LUMO in eV: -8.1
Gap between HOMO and LUMO in Eh: 0.38756
Total charge: +2
ΔE to the lowest compared entry with this formula, charge and spin in kJ/mol: 606.4
Multiplicity: 1
Electronic energy in eV: -10879.937
F_max in eV Å⁻¹: 5.4



C6H13N3 | ωB97M-V/def2-TZVPD

The geometry in XYZ format:
```
22
Properties=species:S:1:pos:R:3:forces:R:3
N -4.2069 0.6076 1.0203 1.134 1.372 3.447
N -4.7251 0.0458 0.1712 -2.003 -1.017 -2.347
N 2.8414 -0.9160 -0.3243 1.291 -1.249 1.485
C -5.2896 -0.5491 -0.7598 0.953 0.221 -0.234
C -0.7093 0.0423 -0.2274 -4.436 -1.466 -2.533
C 0.5413 -0.0875 -0.0501 5.193 -0.714 2.001
C 1.5361 1.0430 0.3023 -1.166 0.154 -0.070
C 2.8790 0.3701 0.4867 2.594 1.227 -1.416
C 1.4431 -1.3499 -0.1182 -2.004 -0.659 0.891
H -4.7836 1.3351 1.5284 0.519 -0.066 -0.813
H -1.3442 -0.7316 -0.8104 1.178 0.924 1.481
H -5.9580 -1.3332 -0.6077 -1.006 -1.397 0.873
H -4.9908 -0.3983 -1.7655 0.195 0.899 -0.914
H 1.1677 -1.9858 -0.8927 -0.475 -1.041 -1.726
H 3.0318 -0.7907 -1.3411 0.055 -0.021 0.929
H 1.3024 1.7001 1.1694 -0.039 -0.639 -0.561
H 1.2881 -2.0341 0.7669 0.694 1.220 -0.415
H 3.5769 -1.6273 0.1225 -1.944 1.784 -1.568
H 1.3848 1.6306 -0.6147 1.104 0.394 0.346
H 3.8029 0.9426 0.1161 -1.520 -0.533 0.577
H -1.2279 0.9712 -0.0986 0.078 0.492 0.191
H 3.1259 0.0465 1.4883 -0.395 0.115 0.376
```
Positions in Å, forces in eV/Å.

E_LUMO in eV: -8.7
Gap between HOMO and LUMO in Eh: 0.29201
Total charge: +2
ΔE to the lowest compared entry with this formula, charge and spin in kJ/mol: 363.9
Multiplicity: 1
Electronic energy in eV: -10882.450
F_max in eV Å⁻¹: 5.6



C6H13N3O2S2 | ωB97M-V/def2-TZVPD

The geometry in XYZ format:
```
26
Properties=species:S:1:pos:R:3:forces:R:3
S 0.0229 1.5314 -0.9019 1.935 -2.090 3.488
S -2.4143 -2.6846 0.4461 -0.834 -1.155 0.037
O -0.3605 1.7181 -2.2347 -1.374 0.223 -3.068
O -0.0457 -0.2705 -0.6513 0.465 1.447 -0.335
N -4.2519 -0.5557 0.4137 1.593 -0.384 -0.714
N -1.9575 -0.1578 0.5319 0.213 0.983 1.201
N 1.6861 1.5937 -0.9281 -0.379 1.494 -1.699
C 0.1786 -0.2084 1.8125 -5.445 1.357 -0.166
C 2.4133 1.6531 0.3064 1.704 -1.400 -1.916
C -0.6958 -2.2764 0.4474 1.013 1.045 2.816
C -2.8723 -1.0094 0.5258 -2.338 0.161 -0.740
C -0.6301 -0.6907 0.5793 0.603 -0.599 -1.221
C 2.3323 0.9177 -2.0336 -0.738 -0.346 -2.107
H 2.8340 0.6493 0.5182 -0.119 0.315 0.195
H -0.1398 -0.8877 2.6111 -0.012 0.625 0.324
H 3.2583 2.3531 0.2872 -0.444 0.097 -0.021
H 1.1866 -0.2954 1.7047 2.740 0.116 -0.507
H 3.1253 1.4146 -2.6314 -0.178 0.381 1.153
H 1.6595 0.5864 -2.9011 0.299 0.498 1.758
H -4.9643 -1.1726 -0.0175 1.152 0.187 0.455
H 2.6854 0.0622 -1.5317 1.081 -1.595 -0.207
H 1.6754 1.8731 0.9710 -1.403 0.955 2.697
H -0.2972 0.8753 1.9272 1.638 -2.102 0.412
H -0.1599 -2.5589 -0.4157 0.323 -0.467 -1.081
H -4.0889 0.2497 -0.2005 -0.791 -0.033 0.464
H -0.1793 -2.7097 1.3651 -0.704 0.285 -1.218
```
Positions in Å, forces in eV/Å.

E_LUMO in eV: 0.7
Gap between HOMO and LUMO in Eh: 0.35523
ΔE to the lowest compared entry with this formula, charge and spin in kJ/mol: 137.7
Multiplicity: 1
Electronic energy in eV: -36666.375
F_max in eV Å⁻¹: 5.6



C6H13NO | ωB97M-V/def2-TZVPD

The geometry in XYZ format:
```
21
Properties=species:S:1:pos:R:3:forces:R:3
O 2.2184 1.1570 -1.5177 0.148 -0.009 -0.015
N -1.1183 1.2077 2.1387 -0.538 -0.294 0.139
C 0.4806 -0.5170 -1.5782 0.904 -0.839 0.081
C 1.0687 0.7014 -1.3077 -1.431 0.115 -0.191
C -0.8161 -1.0307 -0.9591 1.077 0.777 -0.841
C -0.6082 -2.2742 -0.1382 0.019 0.455 0.818
C -1.2293 -2.5124 1.0191 0.527 0.225 0.323
C 0.2673 0.8758 1.9949 -0.039 0.605 0.919
H 0.5471 0.7198 0.9425 -0.002 -0.193 0.155
H 1.1451 -1.2667 -2.0284 -0.180 -0.006 0.086
H -1.7757 -1.7225 1.5271 -0.509 -0.110 -0.356
H 1.4808 3.5688 -2.2306 0.074 -0.062 -0.339
H -1.1607 -0.1902 -0.3496 -0.593 -0.262 0.134
H 0.2317 -2.9051 -0.4229 -0.416 -0.332 -0.419
H -1.0337 -3.3862 1.6368 0.151 -0.021 -0.209
H 1.5692 3.5695 -2.9769 -0.089 0.117 0.290
H 0.9319 1.6594 2.3989 -0.076 0.062 -0.311
H 0.4422 -0.0036 2.6167 0.135 -0.292 -0.461
H -1.5434 -1.2310 -1.7588 -0.239 -0.073 0.243
H 0.2473 1.4010 -0.9247 0.536 0.128 0.208
H -1.3449 2.1791 1.9181 0.539 0.009 -0.253
```
Positions in Å, forces in eV/Å.

E_LUMO (spin up / spin down) in eV: 4.0 / 2.9
Gap between HOMO and LUMO (spin up / spin down) in Eh: 0.23647 / 0.19406
Total charge: -1
ΔE to the lowest compared entry with this formula, charge and spin in kJ/mol: 296.3
Multiplicity: 2
Electronic energy in eV: -9966.458
F_max in eV Å⁻¹: 1.6



C6H13NO | ωB97M-V/def2-TZVPD

The geometry in XYZ format:
```
21
Properties=species:S:1:pos:R:3:forces:R:3
O 0.0617 -1.7629 1.9595 -0.121 -0.068 0.169
N 1.4023 -2.5959 0.3493 -0.184 -0.002 0.020
C 1.0816 -1.6743 1.3131 0.193 -0.017 -0.326
C -0.9709 -0.1549 -1.4064 -0.508 0.081 0.125
C 2.0799 -0.5598 1.4889 -0.032 0.057 0.186
C -1.4333 1.0241 0.7548 -0.017 -0.053 -0.041
C -1.2116 2.3519 -1.3149 0.173 -0.078 -0.270
C -1.2183 1.0556 -0.5536 0.146 0.345 -0.017
H -1.4855 0.0984 1.3069 0.131 -0.103 0.077
H 3.1050 -0.9015 1.3587 0.022 -0.002 -0.047
H -0.9560 -1.0725 -0.8235 0.063 -0.039 0.050
H 1.9543 -0.1393 2.4823 0.018 0.019 0.016
H -1.7841 -0.2251 -2.1361 0.109 -0.124 -0.091
H 1.8652 0.2247 0.7632 -0.010 0.021 -0.066
H -1.3382 3.2250 -0.6816 -0.029 0.003 0.134
H -1.5669 1.9476 1.3043 -0.107 -0.004 0.030
H -2.0061 2.3539 -2.0660 -0.037 0.007 0.010
H -0.2743 2.4608 -1.8704 -0.011 0.044 0.027
H -0.0429 -0.0469 -1.9668 0.107 -0.047 -0.029
H 0.6582 -3.2272 0.0995 0.050 -0.056 -0.037
H 2.0800 -2.3815 -0.3612 0.044 0.017 0.079
```
Positions in Å, forces in eV/Å.

E_LUMO in eV: 0.8
Gap between HOMO and LUMO in Eh: 0.36499
ΔE to the lowest compared entry with this formula, charge and spin in kJ/mol: 60.7
Multiplicity: 1
Electronic energy in eV: -9970.545
F_max in eV Å⁻¹: 0.5



C6H13NO | ωB97M-V/def2-TZVPD

The geometry in XYZ format:
```
21
Properties=species:S:1:pos:R:3:forces:R:3
O 2.4285 -3.6560 -1.6716 -0.148 -0.457 -0.241
N 1.3931 -1.8643 -0.7975 -0.163 0.670 -0.177
C 0.3923 0.2894 -0.1947 1.227 0.240 0.196
C -0.4745 1.0591 0.8017 -0.610 0.651 -1.188
C -1.9552 0.7980 0.5104 0.175 -0.538 0.625
C 1.4251 -3.1462 -1.2319 -0.052 0.668 -0.132
C -0.1995 2.5576 0.6296 0.122 0.234 0.104
C 0.3497 -1.2231 -0.0153 0.430 0.566 -0.511
H -0.6222 -1.5659 -0.3462 -0.239 -0.448 0.273
H 0.5494 -1.3996 1.0360 -0.446 -0.357 0.320
H -2.2176 1.2096 -0.4612 -0.132 0.189 0.010
H 0.8556 2.7179 0.4308 0.230 0.112 -0.053
H 1.4207 0.6425 -0.0112 0.019 -0.342 0.114
H -0.7620 2.9791 -0.2089 0.064 -0.109 0.019
H -2.1751 -0.2697 0.4735 -0.013 -0.059 0.038
H -0.4306 3.1600 1.5114 -0.200 -0.190 0.014
H 0.2608 0.5775 -1.2470 -0.634 -0.039 0.180
H 2.1343 -1.2629 -1.1238 0.313 -0.244 0.266
H -0.2134 0.7966 1.8235 0.034 -0.371 0.085
H -2.5781 1.2027 1.3071 -0.166 0.247 -0.189
H 0.4187 -3.6023 -1.2148 0.190 -0.422 0.247
```
Positions in Å, forces in eV/Å.

E_LUMO in eV: 0.9
Gap between HOMO and LUMO in Eh: 0.38926
ΔE to the lowest compared entry with this formula, charge and spin in kJ/mol: 62.0
Multiplicity: 1
Electronic energy in eV: -9970.532
F_max in eV Å⁻¹: 1.5



C6H13NO | ωB97M-V/def2-TZVPD

The geometry in XYZ format:
```
21
Properties=species:S:1:pos:R:3:forces:R:3
O 0.0433 0.6918 2.0923 -0.875 -0.589 -0.449
N 2.1517 -2.1018 -2.1072 -0.649 1.017 0.017
C -2.0239 -0.0193 0.0831 -0.283 0.474 0.329
C -1.1918 1.0043 -0.2311 -0.063 -0.234 -4.007
C -1.0584 1.1562 2.7317 -0.700 1.013 0.871
C 1.4151 -0.9559 -1.8773 0.440 0.077 0.157
C 0.1952 0.7107 -0.5154 1.041 -0.372 -1.266
C 0.5664 -0.6888 -0.8883 0.389 -0.499 0.184
H 1.6770 -0.1613 -2.5402 0.259 0.510 -0.504
H -1.1971 0.4241 0.9719 1.020 -0.495 2.051
H 0.5416 0.9599 0.5369 0.536 0.091 -0.244
H -1.6632 -1.0239 -0.0638 -0.046 -0.149 0.208
H 0.6346 1.3374 -1.2963 -0.236 0.509 0.398
H 1.9940 -2.9052 -1.5385 0.133 -0.420 -0.128
H -1.7053 1.8810 2.1486 0.183 -0.143 -0.080
H -0.8570 1.7623 3.6233 0.204 -0.125 0.325
H -1.4568 2.0116 -0.5290 -0.554 0.262 1.375
H -1.7776 0.3650 3.0336 0.043 -0.084 0.121
H 0.3756 -1.5281 -0.2514 -0.284 -0.184 0.755
H 2.6427 -2.1233 -2.9762 0.085 -0.616 -0.013
H -2.9953 0.1681 0.4824 -0.644 -0.043 -0.100
```
Positions in Å, forces in eV/Å.

E_LUMO in eV: 0.3
Gap between HOMO and LUMO in Eh: 0.28621
ΔE to the lowest compared entry with this formula, charge and spin in kJ/mol: 645.1
Multiplicity: 1
Electronic energy in eV: -9964.488
F_max in eV Å⁻¹: 4.0



C6H13NO | ωB97M-V/def2-TZVPD

The geometry in XYZ format:
```
21
Properties=species:S:1:pos:R:3:forces:R:3
O -1.0812 -2.2242 -2.0847 -0.631 0.188 1.016
N 1.7157 -0.1264 -0.5490 0.716 0.359 -1.321
C 0.9233 0.5628 -1.6041 1.018 0.068 -0.624
C 1.3339 0.3534 0.7208 0.268 -0.647 -0.479
C 2.2076 0.7771 1.6422 -0.045 0.338 0.565
C -1.1982 -0.4054 0.7381 1.327 1.031 1.854
C -0.1506 0.4290 0.8856 0.033 -0.052 1.576
C -2.4993 0.0820 1.2616 -1.879 0.364 -2.151
H 1.9919 0.9971 2.6808 -0.814 0.033 -0.165
H -2.5551 1.1685 1.2515 0.320 0.133 0.385
H -1.1443 -1.4645 0.6019 0.350 -0.442 -0.913
H -0.1125 0.2737 -1.7060 -0.056 -0.303 0.293
H 1.3843 0.4775 -2.5858 0.222 -0.571 -0.035
H -0.2731 -1.8609 -1.6862 -0.093 -0.413 -0.926
H -3.2931 -0.1622 0.4914 0.519 -0.155 0.969
H 0.9650 1.6186 -1.4314 -0.314 0.915 0.251
H -0.3627 1.3430 1.4586 -0.299 -0.094 -0.660
H -2.8213 -0.2880 2.2246 0.113 -0.341 0.207
H -1.0222 -2.5141 -2.9935 0.790 0.190 -0.040
H 2.7504 -0.0592 -0.7953 -1.936 -0.041 0.919
H 3.2414 1.0225 1.4789 0.389 -0.560 -0.721
```
Positions in Å, forces in eV/Å.

E_LUMO in eV: 0.9
Gap between HOMO and LUMO in Eh: 0.33498
ΔE to the lowest compared entry with this formula, charge and spin in kJ/mol: 290.5
Multiplicity: 1
Electronic energy in eV: -9968.164
F_max in eV Å⁻¹: 2.9



C6H13NO | ωB97M-V/def2-TZVPD

The geometry in XYZ format:
```
21
Properties=species:S:1:pos:R:3:forces:R:3
O -0.8376 0.6689 -2.1551 0.374 -0.519 -0.155
N 1.8275 0.3144 -1.6296 0.863 -0.209 0.478
C 0.5172 -0.1193 0.4009 -0.129 -0.935 -0.650
C 0.2733 0.2720 1.8168 0.367 1.293 1.328
C -1.4905 -1.6690 0.2709 0.277 0.017 -0.657
C -1.1338 0.7516 2.2652 -0.688 -0.191 -1.039
C 1.5879 0.3912 -0.2406 -1.431 0.215 -0.400
C -0.3650 -1.1400 -0.2375 -0.117 0.391 0.852
H 1.2521 -0.3331 -2.1506 -0.022 -0.005 0.219
H -1.7811 0.0201 2.7450 0.145 -0.140 0.031
H -1.9045 -1.5579 1.2538 0.205 0.506 0.336
H -0.2889 1.4546 -2.2024 -0.288 0.287 -0.128
H 2.2128 1.1233 0.2604 0.097 -0.121 0.034
H 2.8100 0.1142 -1.7736 -0.052 0.109 -0.406
H -2.1401 -2.2351 -0.3807 0.226 -0.466 -0.106
H -1.7480 0.8392 -2.3708 -0.300 0.551 -0.139
H -1.6574 1.0755 1.3506 -0.009 -0.177 0.231
H -0.0929 -1.4620 -1.2326 -0.089 0.119 -0.051
H 0.7670 -0.4797 2.4458 -0.589 0.090 0.352
H 0.7935 1.2216 2.0113 0.712 -0.512 -0.282
H -1.1346 1.6523 2.8868 0.450 -0.302 0.153
```
Positions in Å, forces in eV/Å.

E_LUMO in eV: 0.8
Gap between HOMO and LUMO in Eh: 0.31047
ΔE to the lowest compared entry with this formula, charge and spin in kJ/mol: 224.3
Multiplicity: 1
Electronic energy in eV: -9968.850
F_max in eV Å⁻¹: 1.9